The following is a DFT calculation (ωB97M-V with the def2-TZVPD basis set) of a gas-phase ion, C7F4NO2 (charge -1) at a distorted geometry.

Computed properties:
Energy relative to the best compared isomer or geometry (same formula, charge and spin): 29.10 kcal/mol
Frontier orbital gap: 6.7 eV
SMILES: N#CC1([O-])C(F)=C(F)C(=O)C(F)=C1F
Total charge: -1

Bonds (Å) are listed after each position.
CARTESIAN COORDINATES (ANGSTROEM)
1 F 0.705 -0.234 2.508  C2 1.331
2 C 0.353 0.130 1.277  F1 1.331, C3 1.353, C11 1.555
3 C 0.819 1.279 0.734  C2 1.353, F4 1.353, C5 1.504
4 F 1.812 2.011 1.289  C3 1.353
5 C 0.485 1.652 -0.685  C3 1.504, O6 1.254, C7 1.503
6 O 0.971 2.671 -1.231  C5 1.254
7 C -0.673 0.889 -1.264  C5 1.503, F8 1.354, C9 1.354
8 F -1.012 1.286 -2.514  C7 1.354
9 C -1.110 -0.254 -0.684  C7 1.354, F10 1.334, C11 1.559
10 F -2.091 -0.953 -1.256  C9 1.334
11 C -0.319 -0.993 0.438  C2 1.555, C9 1.559, O12 1.338, C13 1.534
12 O -1.104 -1.801 1.161  C11 1.338
13 C 0.468 -2.261 0.086  C11 1.534, N14 1.185
14 N 0.696 -3.422 0.140  C13 1.185